No. 1
C15H21Cl2F8NO5 in the gas phase at a distorted geometry, computed with ωB97M-V/def2-TZVPD.

Each line ends with the natural charge from an NBO analysis.
Geometry (Å):
C  0.57996  -2.77525  1.72790  -0.670
C  1.47557  -3.95531  1.12998  -0.071
O  2.28885  -3.59961  -0.00723  -0.539
C  1.52799  -2.90355  -1.02953  -0.102
C  1.95573  -1.36739  -0.96070  -0.106
O  1.70386  -0.62933  -2.20294  -0.380
N  1.46344  0.66637  -1.81680  -0.258
C  0.26944  1.24696  -2.47561  -0.251
C  -1.00939  0.50606  -1.80437  -0.076
O  -2.19143  1.34290  -1.78230  -0.523
C  -3.07759  0.67644  -0.83790  -0.134
C  -4.57395  1.20783  -0.91625  0.624
F  -4.58208  2.56921  -0.55859  -0.314
F  -4.99523  1.13244  -2.28113  -0.322
C  -5.61827  0.31098  -0.09320  0.587
F  -5.27251  -1.05055  -0.04160  -0.309
F  -6.85826  0.37702  -0.79366  -0.305
C  -5.92725  0.81994  1.39113  0.585
F  -6.85812  1.88429  1.39946  -0.296
F  -6.59875  -0.26018  2.04110  -0.313
C  -4.63427  1.13066  2.28420  0.502
F  -4.30646  2.51282  2.32227  -0.319
F  -4.97287  0.79623  3.63380  -0.331
C  2.65570  1.52870  -1.92033  0.885
O  3.27248  1.61246  -2.99072  -0.492
O  3.13801  2.24026  -0.78866  -0.521
C  3.82801  1.39174  0.13920  0.108
Cl  2.73880  0.85113  1.54698  -0.087
C  5.04163  2.19860  0.85659  -0.219
C  6.08900  1.16348  1.54343  -0.638
Cl  5.83302  3.36206  -0.30577  -0.036
H  1.16222  -1.78830  1.79016  0.222
H  -0.40682  -2.64110  1.15136  0.203
H  0.30789  -3.03783  2.81524  0.228
H  0.81254  -4.86220  0.95016  0.172
H  2.21026  -4.25722  1.96219  0.195
H  0.40916  -3.09166  -0.98735  0.185
H  1.89458  -3.34028  -2.03106  0.199
H  3.05269  -1.29593  -0.66405  0.186
H  1.27589  -0.87728  -0.17615  0.204
H  0.19892  2.37471  -2.38438  0.243
H  0.23478  0.95562  -3.58864  0.210
H  -1.24717  -0.49307  -2.29858  0.187
H  -0.70269  0.35103  -0.70152  0.171
H  -2.66492  0.91666  0.20896  0.191
H  -3.06450  -0.45842  -1.02552  0.213
H  -3.73218  0.48950  2.03094  0.172
H  4.33907  0.49348  -0.36554  0.213
H  4.58615  2.77719  1.73769  0.234
H  5.61296  0.12818  1.50633  0.222
H  6.24126  1.44406  2.64192  0.231
H  7.09480  1.22546  1.01914  0.240

Atomic forces in eV per Å
-0.081 -0.057 0.417
0.069 0.135 1.687
-1.904 0.351 0.186
1.336 -0.040 -1.676
-1.262 -0.539 1.009
0.409 -1.288 0.456
-0.042 3.269 1.266
-1.644 -1.388 -0.894
1.154 0.648 0.872
-0.581 -1.494 0.771
0.083 0.170 0.218
1.165 0.224 -2.247
-0.562 -2.523 -0.287
0.775 0.215 2.645
-2.273 0.110 -0.667
-0.074 2.649 -0.132
2.473 -0.193 1.510
-1.838 -0.432 1.256
2.393 -2.043 -0.272
1.390 1.961 -1.412
-0.280 0.892 2.364
-0.661 -2.915 -0.576
0.606 0.639 -2.549
2.048 -0.334 -3.643
-1.773 -0.018 3.544
-0.532 -2.191 -0.107
1.683 0.659 0.145
0.715 0.213 -1.104
-0.688 -0.465 1.438
-0.537 0.552 -0.210
-0.467 -0.896 0.819
-0.840 -1.454 -0.254
1.552 -0.048 0.819
0.324 0.249 -1.673
0.768 1.048 -0.159
-0.947 0.409 -1.402
1.349 0.409 0.211
-0.596 0.687 1.391
-1.410 -0.200 -0.387
1.421 -0.622 -1.045
0.269 -1.454 0.206
0.389 0.677 1.453
0.420 1.237 0.542
-0.328 -0.109 -1.585
-0.723 -0.530 -1.289
-0.209 1.643 0.342
-1.119 0.999 0.100
-1.313 1.113 0.658
0.605 -0.447 -1.739
0.937 1.231 0.025
-0.255 -0.372 -1.617
-1.394 -0.339 0.574

strongest force on any atom = 4.19 eV Å⁻¹
LUMO energy = -0.03 eV
E_HOMO = -0.3565 Ha
molar mass = 518.2 u
structure (SMILES) = CCOCCON(CCOCC(F)(F)C(F)(F)C(F)(F)C(F)F)C(=O)O[C@H](Cl)[C@@H](C)Cl
gap between HOMO and LUMO = 9.67 eV

---

No. 2
C3H4N4 in the gas phase at a distorted geometry, computed with ωB97M-V/def2-TZVPD.

Each line ends with the natural charge from an NBO analysis.
Geometry (Å):
N  1.73641  0.02078  -0.85115  -0.786
C  0.53396  -0.23612  -0.27897  0.332
C  0.12229  0.46496  0.87070  -0.033
N  -1.14607  0.68275  1.12597  -0.396
C  -1.94407  0.06416  0.22747  0.158
N  -1.55701  -1.00558  -0.44252  -0.234
N  -0.25399  -1.22715  -0.64615  -0.242
H  2.20664  0.87309  -0.58599  0.399
H  2.30185  -0.73989  -1.18511  0.405
H  0.91024  0.33540  1.60137  0.203
H  -2.98356  0.35517  0.11431  0.194

Atomic forces in eV per Å
0.233 -0.214 0.121
-0.153 -0.262 -0.110
-0.014 -0.669 0.172
0.329 -0.256 -0.355
-0.067 -0.187 0.014
-0.256 0.116 -0.130
-0.114 0.462 -0.689
0.016 -0.312 0.144
-0.032 -0.029 -0.277
-0.049 1.472 0.781
0.106 -0.121 0.329

strongest force on any atom = 1.67 eV Å⁻¹
LUMO energy = 0.38 eV
E_HOMO = -0.3364 Ha
molar mass = 96.1 u
structure (SMILES) = Nc1cncnn1
gap between HOMO and LUMO = 9.54 eV

---

No. 3
A molecular structure, CH2NO2 at a distorted geometry, computed with ωB97M-V/def2-TZVPD.

Each line ends with the natural charge from an NBO analysis.
Geometry (Å):
C  0.73637  0.06379  -0.04109  -0.291
N  -1.10176  -0.04153  0.49384  0.157
O  -1.79993  -0.71773  -0.28968  -0.587
O  -0.27839  1.01875  -0.20742  -0.532
H  1.51396  0.39796  0.75814  0.115
H  0.92975  -0.72125  -0.71379  0.138

Atomic forces in eV per Å
-0.577 2.284 3.523
0.577 -1.278 -0.289
0.548 0.876 0.408
0.554 -0.353 -1.103
-1.092 -0.870 -1.559
-0.009 -0.659 -0.979

strongest force on any atom = 4.24 eV Å⁻¹
total charge = -1
LUMO energy = 5.04 eV
E_HOMO = -0.0609 Ha
molar mass = 60.0 u
gap between HOMO and LUMO = 6.70 eV

---

No. 4
A molecular structure, C47H54BN4O4S5Si2W, computed with ωB97M-V/def2-TZVPD.

Each line ends with the Löwdin spin population.
Geometry (Å):
W  -0.81462  -0.16954  0.80241  1.651
C  -1.46261  1.32494  4.51403  0.007
Si  -1.69319  1.51544  2.62406  0.024
C  -0.84671  3.23340  2.46781  -0.001
C  -3.53914  1.92328  2.54734  -0.003
C  -4.16106  2.89262  3.34773  -0.001
C  -5.53490  3.05101  3.34557  0.000
C  -6.31954  2.23013  2.53683  0.000
C  -5.71380  1.28536  1.72902  -0.001
C  -4.32069  1.12554  1.71891  -0.003
Si  -3.44416  0.05835  0.40197  0.012
C  -3.91782  1.14893  -1.10752  0.005
C  -4.48694  -1.52575  0.24530  -0.001
H  -2.10314  2.08235  4.97465  0.000
H  -0.43221  1.52462  4.81533  0.000
H  -1.75721  0.36097  4.92548  0.000
H  -1.18227  3.84148  3.31324  0.000
H  -1.12381  3.77499  1.55845  0.000
H  0.24315  3.15017  2.53526  0.000
H  -3.56336  3.52269  4.00071  0.000
H  -6.00081  3.79672  3.98000  0.000
H  -7.39878  2.33518  2.53939  0.000
H  -6.33571  0.67123  1.08399  0.000
H  -4.55292  1.97195  -0.77457  0.000
H  -4.46524  0.56393  -1.85083  0.000
H  -3.04720  1.57171  -1.60761  0.000
H  -4.67557  -1.76413  -0.80649  0.000
H  -5.45072  -1.39367  0.74231  0.000
H  -3.98730  -2.38843  0.69045  0.000
C  4.48948  -1.25584  -3.86381  0.000
C  5.11827  -0.20232  -2.99338  0.001
C  6.40171  0.25031  -3.24907  0.000
C  7.01276  1.21547  -2.45746  0.001
C  6.30780  1.74942  -1.39583  0.000
C  5.01331  1.32683  -1.12100  0.001
C  4.40986  0.34170  -1.90100  0.000
N  3.10651  -0.13260  -1.72530  0.002
C  2.23395  -0.13469  -0.64244  0.009
N  2.81745  0.18679  0.52300  0.008
C  2.35670  -0.02428  1.85952  0.012
C  1.00533  -0.13397  2.16738  0.009
C  0.78638  -0.44811  3.52737  0.019
C  1.77520  -0.55916  4.48042  0.000
C  3.10366  -0.38509  4.11114  0.015
C  3.41474  -0.13486  2.79101  -0.001
C  4.86347  -0.00810  2.38648  -0.001
N  0.97817  -0.46027  -0.81010  0.012
C  0.70050  -0.90643  -2.14599  0.002
C  0.26188  -0.02161  -3.12509  0.000
C  0.11244  -0.43832  -4.43739  0.000
C  0.39681  -1.75374  -4.77974  0.000
C  0.80659  -2.64174  -3.79931  0.000
C  0.96787  -2.24115  -2.47293  0.000
C  1.44993  -3.21277  -1.43230  0.000
H  5.19788  -1.59964  -4.61557  0.000
H  3.60455  -0.88537  -4.39285  0.000
H  4.16748  -2.12151  -3.27934  0.000
H  6.93990  -0.17572  -4.08804  0.000
H  8.02116  1.54245  -2.67220  0.000
H  6.75401  2.51115  -0.76898  0.000
H  4.47476  1.79639  -0.31006  0.000
H  2.70795  -0.55991  -2.54413  0.000
H  3.81912  0.20338  0.45228  0.000
H  -0.22390  -0.64800  3.84661  0.004
H  1.51346  -0.79271  5.50561  0.000
H  3.90180  -0.47631  4.83981  0.001
H  5.50427  -0.17904  3.25030  0.000
H  5.11256  0.98484  1.99542  0.000
H  5.15482  -0.74079  1.62504  0.000
H  -0.00211  0.98707  -2.84077  0.000
H  -0.24881  0.25743  -5.18441  0.000
H  0.26342  -2.09578  -5.79807  0.000
H  0.99349  -3.67855  -4.05479  0.000
H  1.22648  -4.23367  -1.74281  0.000
H  0.97516  -3.03470  -0.46955  0.000
H  2.53294  -3.13323  -1.28789  0.000
C  -1.02047  -5.88184  2.75769  0.001
S  -0.58913  -4.84489  4.17618  0.002
C  -1.87606  -3.66424  4.09801  0.011
C  -2.01337  -2.69566  3.15472  0.019
S  -0.96010  -2.48672  1.80386  0.057
S  -3.45436  -1.72614  3.32728  0.009
C  -4.09713  -2.45233  4.75374  0.001
S  -5.48283  -1.93885  5.49335  0.001
S  -3.14136  -3.76744  5.29691  0.004
H  -0.24837  -6.64724  2.67690  0.000
H  -1.02758  -5.27817  1.85120  0.000
H  -1.98806  -6.35802  2.90584  0.000
O  -1.92009  -2.66658  -0.99098  0.001
B  -1.81944  -1.23267  -0.92369  0.021
O  -2.27891  -0.76654  -2.19904  0.002
C  -2.65095  -1.83893  -2.93619  0.000
C  -3.17948  -1.87259  -4.20601  0.000
C  -3.44116  -3.13486  -4.74586  0.000
C  -3.18464  -4.29509  -4.02325  0.000
C  -2.66992  -4.24379  -2.72454  0.000
C  -2.41728  -2.99386  -2.20452  0.000
H  -3.36726  -0.96099  -4.75763  0.000
H  -3.85683  -3.21079  -5.74287  0.000
H  -3.40224  -5.25783  -4.46874  0.000
H  -2.48231  -5.13790  -2.14455  0.000
O  -1.10436  3.72639  -1.23633  0.009
C  -0.34060  2.91180  -0.53419  0.020
O  -0.66752  1.77630  -0.29675  0.053
C  0.96841  3.50578  -0.03803  0.003
N  0.86766  4.97372  -0.04621  0.001
C  2.08437  5.53042  -0.65016  0.000
C  2.40195  4.50263  -1.72487  0.000
C  2.14534  3.18682  -0.99058  0.001
H  1.14240  3.08163  0.95179  0.000
H  0.65541  5.34142  0.87162  0.000
H  -0.67705  4.60538  -1.11314  0.000
H  2.91093  5.58979  0.06913  0.000
H  1.89521  6.53028  -1.04020  0.000
H  3.41897  4.58021  -2.10618  0.000
H  1.71154  4.61847  -2.56378  0.000
H  3.01452  2.92928  -0.38462  0.000
H  1.94934  2.34491  -1.64827  0.000

Atomic forces in eV per Å
0.429 -0.233 -0.347
0.049 0.058 -0.001
-0.103 -0.108 0.075
-0.012 0.121 0.092
-0.026 0.093 0.127
0.043 -0.063 -0.014
-0.053 -0.018 -0.026
0.022 0.040 0.039
0.061 -0.005 -0.021
-0.193 -0.107 -0.042
-0.012 0.421 0.194
0.006 0.058 -0.005
-0.010 -0.121 -0.120
0.010 0.001 0.021
-0.005 -0.028 0.001
-0.068 -0.091 -0.007
-0.014 0.012 0.006
-0.024 0.000 0.077
-0.164 0.012 0.162
0.006 0.011 -0.005
-0.005 0.003 -0.005
0.002 0.000 0.008
0.009 -0.010 0.008
-0.019 0.002 -0.012
-0.007 0.010 0.005
0.017 0.011 0.004
-0.012 0.001 -0.003
-0.020 -0.029 -0.015
-0.053 0.029 -0.049
-0.020 -0.011 -0.002
0.021 0.011 0.048
0.024 0.001 -0.006
-0.031 -0.011 0.001
0.004 0.005 0.019
0.054 0.045 0.017
0.046 -0.090 -0.040
-0.098 0.051 -0.094
-0.065 -0.131 0.002
-0.081 0.177 0.093
0.141 0.027 -0.043
-0.065 0.131 0.187
-0.035 -0.122 -0.045
0.062 0.006 -0.025
-0.041 -0.031 0.039
-0.028 0.025 -0.026
0.017 0.009 -0.016
0.067 0.017 0.278
0.088 -0.153 0.144
0.031 0.040 -0.051
0.012 -0.004 0.023
-0.032 -0.002 -0.001
-0.067 -0.018 0.040
-0.049 -0.021 -0.073
-0.041 -0.015 -0.045
-0.001 0.004 0.001
0.003 0.009 0.009
0.002 0.006 0.012
0.003 0.005 0.002
0.001 0.001 -0.005
0.007 0.001 0.001
0.154 -0.102 -0.093
-0.053 0.016 -0.065
-0.006 -0.006 0.033
-0.021 0.006 -0.009
0.010 -0.007 0.003
-0.005 0.010 0.007
-0.002 0.007 0.004
-0.020 -0.003 -0.008
0.006 -0.006 0.008
0.032 0.084 0.062
0.007 -0.001 0.005
0.004 0.005 -0.004
0.008 -0.004 -0.008
0.030 -0.003 -0.001
-0.062 0.021 0.055
-0.010 0.016 0.029
0.007 -0.027 -0.043
0.039 0.013 0.010
0.005 0.043 -0.025
0.043 -0.069 0.049
0.000 0.211 -0.205
0.071 0.240 0.128
-0.068 0.048 0.045
0.041 -0.031 -0.020
0.002 -0.098 0.098
0.001 0.001 0.011
-0.007 -0.005 0.007
-0.003 0.008 0.008
0.142 0.171 0.006
-0.189 -0.411 -0.283
-0.010 0.040 0.137
0.033 0.085 -0.024
0.040 -0.062 -0.046
0.008 -0.006 0.014
-0.018 0.015 0.018
-0.015 0.019 -0.055
0.042 -0.125 0.013
-0.008 0.004 0.000
0.006 0.001 -0.004
-0.001 0.002 -0.005
-0.002 0.004 -0.003
-0.040 -0.055 -0.047
0.294 0.188 0.375
-0.261 -0.469 -0.295
0.153 -0.019 -0.173
0.001 -0.018 -0.049
-0.038 -0.037 0.045
-0.007 -0.013 -0.030
0.004 0.155 0.146
0.056 -0.004 -0.259
0.005 -0.014 0.035
0.061 0.107 -0.048
0.009 0.013 -0.005
-0.006 0.001 -0.010
0.020 -0.004 -0.002
0.008 0.006 -0.002
-0.206 0.107 -0.042
-0.063 -0.084 -0.080

strongest force on any atom = 0.61 eV Å⁻¹
total charge = -1
spin multiplicity = 3
LUMO energy (spin up / spin down) = 1.85 / 1.85 eV
E_HOMO (spin up / spin down) = -0.1427 / -0.1595 Ha
molar mass = 1150.1 u
expectation value of S² = 2.018
gap between HOMO and LUMO (spin up / spin down) = 5.73 / 6.19 eV